# 1
# C26H42BrNOP2V

C26H42BrNOP2V as an isolated structure at a distorted geometry (ωB97M-V with the def2-TZVPD basis set, the Open Molecules 2025 dataset).

Output
Expectation value of S²: 3.83
Multiplicity: 4
Gap between HOMO and LUMO (alpha / beta), eV: 4.72 / 5.29
Total charge: +2
Energy above the lowest of the compared OMol25 structures with the same formula, charge and spin, kJ/mol: 81.47

Atoms and positions in Å:
C 2.80 4.42 -0.46
C 1.78 3.72 -1.14
C 1.83 3.75 -2.55
C 2.90 4.38 -3.21
N 3.86 5.00 -2.52
C 3.83 5.04 -1.19
C 0.63 3.00 -0.53
C -0.54 2.78 -0.25
C -1.65 2.32 0.54
C -1.64 1.00 1.01
C -2.85 0.45 1.53
C -3.80 1.32 2.10
C -3.81 2.65 1.72
C -2.72 3.16 0.94
V -1.38 -0.08 3.04
P 1.21 -0.50 0.81
H 1.02 3.30 -3.11
H 2.78 4.52 0.63
H 2.95 4.37 -4.31
H 4.65 5.57 -0.68
H -2.65 4.22 0.71
H -0.72 0.34 0.89
H -4.61 3.35 1.97
H -2.88 -0.62 1.90
C 1.94 -2.18 1.06
C 3.17 -2.54 0.22
H 1.12 -2.88 0.85
H 2.17 -2.25 2.13
H 3.42 -3.59 0.41
H 2.99 -2.45 -0.86
H 4.05 -1.95 0.48
C 1.51 -0.16 -0.98
C 2.84 0.46 -1.41
H 0.70 0.53 -1.26
H 1.35 -1.09 -1.54
H 2.80 0.70 -2.48
H 3.04 1.41 -0.90
H 3.70 -0.22 -1.27
C 2.33 0.66 1.68
C 3.83 0.36 1.66
H 1.98 0.69 2.72
H 2.12 1.65 1.25
H 4.35 1.11 2.27
H 4.07 -0.62 2.08
H 4.27 0.42 0.66
Br -5.03 0.48 3.34
P -1.60 -1.84 -0.77
C -0.59 -2.79 -1.97
C -1.22 -4.04 -2.57
H 0.32 -3.06 -1.39
H -0.26 -2.08 -2.76
H -0.45 -4.51 -3.20
H -1.51 -4.75 -1.79
H -2.08 -3.80 -3.21
C -2.84 -2.93 0.04
C -4.15 -3.20 -0.69
H -3.07 -2.42 1.00
H -2.34 -3.87 0.31
H -4.75 -3.90 -0.09
H -4.76 -2.30 -0.82
H -4.00 -3.68 -1.66
C -2.59 -0.56 -1.65
C -3.12 -0.91 -3.03
H -1.94 0.32 -1.70
H -3.42 -0.28 -0.98
H -3.64 -0.04 -3.43
H -2.31 -1.15 -3.73
H -3.84 -1.74 -3.02
C 0.02 -0.06 4.96
O -0.21 -1.32 4.26
H -0.45 -0.02 5.96
H -0.43 0.74 4.36
H 1.10 0.20 5.05
H 0.44 -2.01 4.55

***

# 2
# C2H30O14

A 13-piece molecular cluster, C2H30O14 overall at a distorted geometry (ωB97M-V with the def2-TZVPD basis set, the Open Molecules 2025 dataset).

Output
Gap between HOMO and LUMO, eV: 9.06
Energy above the lowest of the compared OMol25 structures with the same formula, charge and spin, kJ/mol: 138.44

Atoms and positions in Å:
O -1.86 2.67 1.06
H -1.01 2.52 1.32
H -1.96 2.24 0.24
O 0.36 2.45 2.49
H 0.04 2.27 3.36
H 0.72 1.62 2.17
O -0.57 0.39 -2.75
H -0.28 1.28 -2.63
H 0.04 -0.08 -3.31
O -0.40 -2.93 -1.14
H 0.28 -2.74 -1.77
H 0.04 -3.46 -0.42
O -2.99 1.36 -1.70
H -2.99 1.78 -2.53
H -2.45 0.60 -1.88
O -3.17 -1.36 -0.45
H -2.73 -1.54 0.39
H -4.05 -0.97 -0.25
O -2.74 -1.41 -2.95
H -1.82 -1.14 -2.87
H -3.11 -1.45 -2.02
O 2.22 -1.46 -0.28
H 1.36 -1.69 -0.55
H 2.31 -1.90 0.53
O 1.27 -2.10 2.16
H 1.45 -2.65 2.93
H 0.49 -1.70 2.49
O -0.35 0.16 0.12
H -0.57 -0.12 -0.75
H -0.95 -0.35 0.67
O -2.83 0.39 2.10
H -2.65 1.30 2.01
H -2.01 0.05 2.38
O -1.77 -2.47 1.33
H -2.53 -2.98 1.41
H -1.39 -2.59 0.44
C 2.86 1.63 -0.34
C 4.40 1.53 0.01
O 5.31 2.14 -0.94
O 2.28 1.06 0.78
H 2.59 1.05 -1.19
H 2.66 2.68 -0.48
H 4.68 0.48 0.19
H 4.70 2.09 0.89
H 5.36 3.08 -0.77
H 1.77 0.29 0.52

***

# 3
# C30H44F24NO9P

A 4-piece molecular cluster, C30H44F24NO9P overall at a distorted geometry (ωB97M-V with the def2-TZVPD basis set, the Open Molecules 2025 dataset).

Output
Gap between HOMO and LUMO, eV: 9.72
SMILES: CCCCCCCCO[P@@](=O)(OCCN)OCCCCOC=O.FC(F)C(F)(F)COC(F)(F)C(F)F.FC(F)C(F)(F)COC(F)(F)C(F)F.FC(F)C(F)(F)COC(F)(F)C(F)F

Atoms and positions in Å:
C -0.06 2.24 0.86
C 0.91 0.91 0.99
C 1.21 0.18 -0.47
C -0.09 -0.77 -0.83
C -0.03 -1.32 -2.41
C -1.49 -2.06 -2.72
C -1.38 -3.70 -2.72
C -2.73 -4.49 -2.24
O -3.90 -3.64 -1.99
P -4.05 -3.18 -0.32
O -5.19 -4.05 0.34
O -2.48 -3.32 0.42
C -2.50 -4.18 1.61
C -0.92 -4.71 1.80
N 0.08 -3.58 1.92
O -4.55 -1.50 -0.12
C -5.61 -1.14 -1.08
C -7.13 -1.50 -0.60
C -7.87 -0.20 0.13
C -9.47 -0.07 -0.30
O -10.08 -1.39 -0.06
C -11.56 -1.31 -0.09
O -12.20 -2.50 -0.26
H -0.11 2.85 1.88
H 0.28 2.98 0.00
H -1.17 1.90 0.62
H 0.31 0.13 1.65
H 1.92 1.12 1.55
H 2.16 -0.48 -0.33
H 1.35 1.03 -1.29
H -0.21 -1.67 -0.09
H -1.06 -0.10 -0.67
H 0.84 -2.10 -2.54
H 0.08 -0.36 -3.07
H -2.24 -1.61 -1.94
H -1.84 -1.71 -3.80
H -0.42 -4.02 -2.11
H -1.15 -4.01 -3.85
H -3.03 -5.21 -3.15
H -2.47 -5.23 -1.35
H -3.14 -5.15 1.52
H -2.78 -3.50 2.53
H -0.69 -5.31 0.80
H -0.85 -5.51 2.69
H 0.54 -3.41 1.00
H -0.32 -2.72 2.34
H -5.56 0.05 -1.18
H -5.46 -1.56 -2.16
H -7.77 -1.69 -1.59
H -7.24 -2.47 0.04
H -7.38 0.83 -0.23
H -7.80 -0.34 1.29
H -10.01 0.79 0.32
H -9.56 0.22 -1.45
H -12.17 -0.32 0.07
F -2.38 2.04 -5.99
C -1.36 2.88 -6.27
F -0.41 2.13 -6.90
C -0.78 3.53 -5.02
F -0.22 2.61 -4.19
F 0.24 4.36 -5.40
C -1.78 4.38 -4.21
O -2.40 3.74 -3.09
C -3.54 2.95 -3.41
F -3.93 3.20 -4.68
F -4.55 3.41 -2.61
C -3.32 1.45 -3.14
F -2.25 0.97 -3.82
F -4.39 0.72 -3.53
H -1.71 3.63 -6.98
H -1.19 5.20 -3.76
H -2.51 4.89 -4.85
H -3.15 1.27 -2.07
F 4.43 -0.32 3.32
C 5.66 -0.47 3.84
F 6.27 -1.44 3.09
C 5.63 -0.88 5.31
F 5.06 -2.10 5.48
F 6.92 -1.01 5.74
C 4.94 0.13 6.24
O 3.57 -0.13 6.56
C 2.62 0.32 5.60
F 3.24 1.14 4.72
F 1.74 1.10 6.28
C 1.87 -0.83 4.92
F 2.72 -1.71 4.33
F 1.04 -0.37 3.95
H 6.22 0.45 3.69
H 5.46 0.06 7.21
H 5.10 1.17 5.92
H 1.27 -1.39 5.65
F 9.47 2.96 1.43
C 10.00 2.28 0.40
F 11.06 3.01 -0.04
C 9.00 2.06 -0.73
F 8.62 3.24 -1.30
F 9.63 1.36 -1.73
C 7.74 1.27 -0.35
O 6.58 2.03 -0.01
C 6.53 2.51 1.33
F 7.49 1.89 2.06
F 5.34 2.08 1.83
C 6.60 4.04 1.42
F 7.72 4.53 0.82
F 6.64 4.46 2.71
H 10.39 1.33 0.77
H 7.45 0.70 -1.24
H 7.95 0.50 0.41
H 5.74 4.51 0.93

***

# 4
# C11H22N3O

C11H22N3O as an isolated structure at a distorted geometry (ωB97M-V with the def2-TZVPD basis set, the Open Molecules 2025 dataset).

Output
Gap between HOMO and LUMO, eV: 9.98
Total charge: +1
Energy above the lowest of the compared OMol25 structures with the same formula, charge and spin, kJ/mol: 131.48

Atoms and positions in Å:
C -0.16 0.92 -0.98
C 0.54 -1.15 0.10
C -0.61 -0.43 -0.41
C 1.63 0.81 0.47
C 0.52 -2.63 0.11
C -5.30 0.52 -0.25
C 4.41 0.45 0.65
C 3.39 0.25 -1.67
C -1.56 -0.16 0.85
C -3.79 0.78 0.00
C -3.11 -0.42 0.63
N 0.89 1.49 -0.54
N 1.57 -0.56 0.60
N 3.41 0.83 -0.34
O 1.93 1.54 1.54
H -0.74 1.45 -1.77
H -1.20 -1.10 -1.14
H 0.05 -2.94 1.11
H 1.56 -3.06 -0.12
H -0.25 -2.93 -0.65
H -5.49 0.11 -1.24
H -5.81 1.55 -0.17
H -5.61 -0.14 0.47
H 4.36 -0.59 0.90
H 5.42 0.85 0.49
H 4.16 0.84 1.64
H 2.99 -0.79 -1.71
H 2.88 1.12 -2.23
H 4.44 0.06 -2.13
H -1.04 -0.68 1.71
H -1.42 0.97 1.18
H -3.77 1.67 0.60
H -3.35 0.79 -1.07
H -3.39 -0.95 1.54
H -3.29 -1.27 -0.04
H 3.54 1.85 -0.40
H 2.22 0.97 2.27

***

# 5
# CH10O3

A 4-piece molecular cluster, CH10O3 overall at a distorted geometry (ωB97M-V with the def2-TZVPD basis set, the Open Molecules 2025 dataset).

Output
Gap between HOMO and LUMO, eV: 11.87
SMILES: C.O.O.O
Energy above the lowest of the compared OMol25 structures with the same formula, charge and spin, kJ/mol: 61.60

Atoms and positions in Å:
C 2.34 -1.82 0.79
H 2.78 -1.90 -0.21
H 1.91 -2.80 1.07
H 1.61 -1.04 0.91
H 3.25 -1.81 1.54
O -2.13 2.54 -1.16
H -2.60 1.74 -0.84
H -2.87 2.91 -1.68
O -2.11 0.19 0.35
H -1.36 -0.36 0.62
H -2.89 -0.37 0.35
O 0.73 0.54 -0.45
H 1.43 1.12 -0.79
H -0.09 1.07 -0.50

***

# 6
# C28H38N4O4

One molecule with the formula C28H38N4O4 (ωB97M-V with the def2-TZVPD basis set, the Open Molecules 2025 dataset).

Output
Gap between HOMO and LUMO, eV: 9.65
SMILES: COCCN(C(=O)CCCC(=O)Nc1ccccn1)[C@@H](C(=O)NC1CCCCC1)c1ccc(C)cc1
Energy above the lowest of the compared OMol25 structures with the same formula, charge and spin, kJ/mol: 117.85

Atoms and positions in Å:
C 0.45 3.11 -0.47
O 0.66 1.87 -1.09
C -0.51 1.36 -1.71
C -0.18 0.06 -2.45
N -0.13 -1.11 -1.61
C 0.98 -1.57 -0.98
O 0.94 -2.55 -0.25
C 2.27 -0.81 -1.24
C 3.45 -1.38 -0.44
C 3.24 -1.36 1.08
C 2.75 -0.05 1.66
O 1.82 0.00 2.43
N 3.47 1.03 1.26
C 3.31 2.37 1.62
C 2.38 2.82 2.56
C 2.34 4.17 2.82
C 3.21 5.03 2.15
C 4.09 4.47 1.25
N 4.15 3.18 0.98
C -1.39 -1.81 -1.33
C -2.11 -1.10 -0.16
O -3.14 -0.45 -0.26
N -1.46 -1.28 1.00
C -1.85 -0.63 2.24
C -1.25 -1.39 3.41
C -1.61 -0.72 4.73
C -1.11 0.72 4.74
C -1.72 1.50 3.58
C -1.37 0.83 2.26
C -2.21 -2.03 -2.57
C -3.15 -1.12 -3.04
C -3.85 -1.38 -4.20
C -3.64 -2.55 -4.93
C -4.42 -2.83 -6.18
C -2.70 -3.45 -4.46
C -1.99 -3.20 -3.30
H -0.26 3.03 0.36
H 0.07 3.85 -1.19
H 1.42 3.44 -0.09
H -1.29 1.19 -0.96
H -0.88 2.10 -2.44
H 0.77 0.19 -2.97
H -0.96 -0.11 -3.20
H 2.11 0.23 -0.98
H 2.51 -0.87 -2.30
H 4.35 -0.82 -0.71
H 3.61 -2.42 -0.74
H 4.18 -1.61 1.57
H 2.51 -2.13 1.34
H 4.22 0.90 0.59
H 1.73 2.12 3.06
H 1.63 4.56 3.54
H 3.20 6.09 2.34
H 4.80 5.09 0.70
H -1.09 -2.80 -0.95
H -0.58 -1.78 1.00
H -2.94 -0.65 2.28
H -1.60 -2.42 3.40
H -0.16 -1.39 3.30
H -1.17 -1.27 5.56
H -2.70 -0.73 4.86
H -1.36 1.20 5.69
H -0.02 0.72 4.64
H -1.36 2.53 3.58
H -2.81 1.53 3.70
H -1.84 1.37 1.43
H -0.29 0.84 2.11
H -3.35 -0.22 -2.49
H -4.59 -0.67 -4.55
H -3.82 -3.40 -6.89
H -4.75 -1.91 -6.65
H -5.30 -3.42 -5.94
H -2.51 -4.36 -5.01
H -1.27 -3.92 -2.95